Entry 1:
ORCA calculation (ωB97M-V/def2-TZVPD) on a cluster of 2 separate species, C5H8BBrClNO2 in total.

Cartesian coordinates (Å):
C1 0.421 1.682 -0.042
C2 1.577 1.156 0.351
Cl1 1.783 1.115 2.152
B1 2.752 0.665 -0.538
O1 3.986 0.421 -0.005
O2 2.567 0.534 -1.890
H1 -0.397 2.137 0.537
H2 0.083 1.865 -1.078
H3 4.618 -0.162 -0.422
H4 3.062 -0.137 -2.351
C3 -3.299 -0.340 -0.403
C4 -2.719 -0.411 0.798
C5 -1.651 -1.317 0.968
N1 -0.659 -1.310 0.180
Br1 0.393 -2.803 0.147
H5 -3.091 -1.109 -1.171
H6 -4.257 0.146 -0.586
H7 -3.188 0.092 1.776
H8 -1.981 -2.225 1.577

Atomic forces in eV per Å
C -1.08 0.96 -1.08
C -0.90 0.89 1.28
Cl 0.15 -0.16 -0.99
B 1.07 -0.49 -0.79
O -0.33 -0.08 1.19
O -1.22 0.18 0.07
H 0.87 -0.64 0.73
H 1.08 -0.72 0.10
H -0.07 0.15 -0.40
H 0.44 -0.07 -0.10
C -1.09 -1.11 -0.03
C -2.50 2.75 1.41
C 0.37 -3.31 0.42
N -0.44 0.93 -0.02
Br 0.52 -0.67 0.20
H 0.58 0.90 0.35
H 0.36 0.38 0.27
H 1.15 -0.91 -2.41
H 1.04 1.01 -0.20

Summary:
frontier orbital gap	9.7	eV
total charge	0
DFT total energy	-3459.5964	hartree
SMILES string	C=C(Cl)B(O)O.C=C/C=N/Br
E_HOMO	-0.342	Eh
energy relative to the best compared isomer or geometry (same formula, charge and spin)	21.5	kcal per mole

Löwdin atomic charge list, values in e, 6 entries: C -0.040; C -0.541; Cl 0.582; B -0.750; O 0.155; O 0.162

***

Entry 2:
ORCA calculation (ωB97M-V/def2-TZVPD) on a cluster of 2 separate species, C21H38IN3O4P in total.

Cartesian coordinates (Å):
C1 5.807 -1.630 3.483
C2 5.779 -1.811 1.849
C3 6.738 -0.745 1.040
I1 7.909 0.594 2.315
C4 5.873 0.042 -0.153
P1 5.330 -1.316 -1.384
N1 3.786 -1.230 -1.864
C5 6.769 1.128 -0.997
N2 5.945 1.636 -2.178
C6 4.557 2.076 -1.755
C7 4.314 2.064 -0.121
C8 2.786 2.590 0.309
C9 1.657 1.450 -0.162
C10 1.079 0.606 1.122
O1 0.631 1.988 -1.067
C11 -0.473 2.641 -0.347
C12 -1.774 1.642 -0.404
C13 -1.889 0.656 -1.748
C14 -3.074 -0.451 -1.992
C15 -4.232 -0.613 -0.844
C16 -4.133 0.374 0.480
C17 -2.941 1.490 0.738
N3 4.705 0.760 0.539
H1 5.483 -0.559 3.857
H2 6.844 -1.982 3.903
H3 5.003 -2.389 3.923
H4 6.181 -2.914 1.636
H5 4.653 -1.820 1.477
H6 7.528 -1.413 0.443
H7 5.514 -2.637 -0.808
H8 6.139 -1.197 -2.603
H9 3.278 -2.118 -1.623
H10 7.168 2.009 -0.310
H11 7.665 0.507 -1.485
H12 6.462 2.434 -2.654
H13 3.745 1.465 -2.354
H14 4.455 3.220 -2.080
H15 5.047 2.899 0.314
H16 2.771 2.788 1.465
H17 2.645 3.613 -0.273
H18 2.287 0.668 -0.809
H19 0.252 -0.175 0.840
H20 0.684 1.416 1.905
H21 2.021 0.108 1.657
H22 -0.768 3.599 -0.996
H23 -0.204 3.049 0.716
H24 -1.066 0.741 -2.608
H25 -3.065 -1.135 -2.964
H26 -5.057 -1.428 -1.020
H27 -4.968 0.218 1.302
H28 -2.893 2.156 1.701
H29 3.942 0.051 0.612
H30 4.966 1.004 1.542
C18 -10.724 -3.750 -0.063
C19 -10.838 -2.561 -1.001
O2 -10.466 -1.351 -0.330
C20 -9.134 -1.120 -0.231
O3 -8.246 -1.840 -0.664
O4 -8.954 0.038 0.451
C21 -7.586 0.365 0.684
H31 -11.291 -3.571 0.856
H32 -11.099 -4.658 -0.542
H33 -9.685 -3.920 0.234
H34 -11.881 -2.444 -1.314
H35 -10.243 -2.705 -1.910
H36 -7.010 0.355 -0.247
H37 -7.156 -0.328 1.413
H38 -7.546 1.375 1.101

Atomic forces in eV per Å
C -0.97 -1.00 0.08
C 0.11 -0.79 0.89
C -0.44 -1.68 -2.17
I -0.59 -0.38 -0.67
C 2.88 0.53 0.90
P -2.81 -0.79 -1.85
N 0.85 -0.70 1.44
C 0.40 -0.33 -0.44
N 0.36 0.51 1.47
C -0.87 1.20 -0.28
C -0.53 3.18 -0.94
C 0.41 -0.54 -0.57
C 1.02 -1.15 -0.21
C 0.63 1.37 0.45
O 0.63 0.22 2.67
C -1.79 0.68 -1.08
C -3.03 -3.18 -0.42
C -2.17 -0.57 1.71
C 0.21 2.54 3.79
C 3.82 3.09 0.07
C 1.99 -0.18 -2.20
C 0.39 -2.49 -3.98
N 0.32 -0.43 0.43
H 0.93 -2.17 -0.84
H -2.01 1.05 -0.79
H 1.71 1.60 -0.96
H -0.87 2.51 0.38
H 2.27 0.26 0.65
H -1.54 1.71 1.37
H 0.79 1.14 -0.13
H 0.11 0.14 1.63
H 0.62 1.28 -0.28
H -0.70 -2.09 -1.22
H -1.72 1.45 1.39
H -0.94 -1.52 1.00
H 1.62 1.09 1.50
H -0.12 -2.48 0.90
H -1.40 -2.08 -0.83
H -0.02 -0.33 -2.16
H 0.18 -2.23 1.27
H -1.62 1.66 1.03
H 1.73 1.60 0.53
H 0.59 -2.05 -1.58
H -2.05 0.77 -1.11
H 0.73 -2.09 1.37
H -0.49 -1.10 -1.90
H -1.97 -0.10 2.28
H -0.01 1.74 2.38
H 1.62 1.93 0.72
H 2.07 0.50 -1.85
H -0.28 -1.55 -2.06
H 0.03 0.78 -0.43
H -0.04 -0.53 -1.36
C 0.22 -0.02 0.21
C -0.23 -0.68 -0.20
O 1.13 0.54 -0.01
C 0.09 -0.47 -0.08
O -1.11 1.05 0.56
O -0.24 -0.82 -0.56
C 0.37 0.22 -0.01
H -0.07 -0.02 -0.20
H 0.02 0.13 0.04
H -0.09 0.01 -0.16
H 0.23 0.30 0.19
H 0.07 0.13 0.26
H -0.13 -0.14 0.20
H -0.01 -0.03 -0.19
H -0.29 -0.19 -0.08

Summary:
frontier orbital gap	7.0	eV
total charge	+1
DFT total energy	-1926.5002	hartree
E_HOMO	-0.372	Eh

Löwdin atomic charge list, values in e, 6 entries: C -0.203; C -0.304; C -0.684; I 0.906; C -0.515; P 0.800

***

Entry 3:
ORCA calculation (ωB97M-V/def2-TZVPD) on a cluster of 14 separate species, C4H38NO14 in total.

Cartesian coordinates (Å):
O1 1.729 -0.437 -0.669
C1 0.414 -0.181 -0.384
C2 0.251 0.023 1.130
N1 -1.009 0.742 1.491
C3 -0.787 2.209 0.924
C4 0.153 -1.246 1.966
H1 2.072 0.319 -1.266
H2 -0.209 -0.968 -0.771
H3 0.094 0.643 -0.912
H4 1.083 0.677 1.603
H5 -1.767 0.196 1.105
H6 -1.150 0.857 2.626
H7 -1.502 2.388 0.111
H8 0.352 2.276 0.847
H9 -0.854 2.950 1.652
H10 0.713 -2.159 1.527
H11 0.588 -1.010 2.986
H12 -0.813 -1.713 2.010
H13 2.759 0.411 -3.377
H14 2.637 1.746 -3.279
O2 2.722 1.008 -2.763
H15 -0.819 1.030 -2.968
H16 -0.040 0.045 -3.667
O3 0.075 0.877 -3.092
H17 -3.518 -0.555 -1.423
H18 -2.595 -1.818 -1.241
O4 -2.773 -0.842 -0.892
H19 -3.172 0.327 -3.684
H20 -3.190 1.631 -2.948
O5 -2.682 0.995 -3.434
H21 0.798 -3.569 -0.739
H22 1.139 -4.933 -0.086
O6 0.414 -4.443 -0.577
H23 -1.019 0.548 5.191
H24 -1.948 1.541 4.555
O7 -1.529 0.807 4.376
H25 3.355 -3.562 0.455
H26 3.083 -2.225 -0.395
O8 3.242 -3.171 -0.498
H27 -1.695 -4.118 -0.231
H28 -1.226 -2.833 0.426
O9 -2.028 -3.213 0.036
H29 0.718 3.093 -1.958
H30 1.638 1.980 -1.649
O10 1.254 2.716 -1.247
H31 3.912 2.627 -0.134
H32 3.783 1.114 -0.007
O11 4.210 1.864 0.401
H33 -3.899 3.491 -0.789
H34 -4.114 2.059 -1.132
O12 -3.434 2.706 -1.106
H35 -2.782 -2.197 2.482
H36 -3.996 -1.712 1.983
O13 -3.197 -1.393 2.290
H37 3.904 1.846 3.216
H38 3.445 0.963 1.980
O14 3.385 1.100 2.881

Atomic forces in eV per Å
O 2.57 1.24 -1.31
C -0.64 -0.62 1.74
C 0.56 -0.35 1.93
N 1.03 3.29 1.93
C 1.14 -2.05 -0.13
C 2.63 -1.88 0.19
H -0.63 -2.10 1.03
H -0.43 -0.76 0.24
H -0.78 1.96 -0.79
H -1.05 -1.19 -1.22
H -0.92 0.18 -0.19
H 0.40 -1.01 -2.88
H 0.95 -0.04 -0.06
H -1.89 -0.20 -1.34
H -1.32 0.94 1.84
H -0.03 1.72 0.59
H -0.78 -0.72 -1.06
H -0.82 0.61 0.36
H 0.37 -6.38 -5.16
H -0.34 3.62 -1.61
O 0.78 2.72 6.52
H -3.29 0.98 0.55
H 0.76 1.79 1.14
O 2.26 -2.78 -2.15
H -0.09 0.14 -0.08
H -0.46 2.70 1.58
O 0.53 -2.56 -1.20
H -4.07 -5.20 -2.05
H -0.39 0.54 0.24
O 4.39 4.86 1.63
H 0.30 -0.30 -0.12
H -1.27 0.90 -1.06
O 1.13 -0.69 1.08
H -0.75 0.42 -1.32
H -3.57 6.11 1.73
O 4.34 -6.35 -0.57
H -0.18 1.42 -2.71
H -0.07 0.07 0.22
O 0.11 -1.37 2.56
H -0.38 1.34 0.36
H -0.27 -0.12 -0.17
O 0.65 -1.51 -0.31
H 0.04 0.00 0.24
H 0.83 -1.75 -1.12
O -0.94 2.39 0.87
H 0.19 -0.51 0.42
H -0.07 -0.41 -0.45
O -0.10 0.89 -0.48
H 0.19 0.10 -0.12
H -1.01 -1.08 0.17
O 0.67 0.95 0.03
H 1.40 -1.83 0.65
H -2.97 -0.56 -1.31
O 1.52 2.48 0.66
H -0.09 -0.41 -0.95
H 0.90 0.50 -2.58
O -1.00 -0.11 3.99

Summary:
frontier orbital gap	10.8	eV
total charge	+1
DFT total energy	-1282.9608	hartree
E_HOMO	-0.489	Eh
energy relative to the best compared isomer or geometry (same formula, charge and spin)	143.6	kcal per mole

Löwdin atomic charge list, values in e, 6 entries: O -0.055; C -0.262; C -0.304; N 0.052; C 0.037; C -0.032